169
Properties=species:S:1:pos:R:3:lowdin_charge:R:1 method="wB97M-V/def2-TZVPD" e_lumo_ev=-2.44 homo_ev=-10.1 total_charge=+1 energy_ha=-8609.9869 spin_multiplicity=1
C 3.46608 7.64058 -1.83608 -0.09
C 4.09024 6.22949 -1.67841 -0.23
C 3.48678 5.39953 -0.52788 -0.15
C 2.34851 4.41311 -0.89221 -0.29
C 1.79315 3.80715 0.43070 -0.06
C 2.66288 3.36083 -1.95720 -0.18
C 3.27495 2.04587 -1.41828 -0.14
C 4.56779 2.37060 -0.64843 -0.07
C 5.65715 3.17800 -1.31712 -0.25
O 5.82454 3.32432 -2.49331 0.04
C 3.25189 0.81332 -2.40570 -0.26
C 2.06266 -0.04663 -1.88690 -0.18
O 0.81178 0.58328 -2.20308 -0.12
C -0.26399 -0.31289 -2.18156 -0.28
C -1.11303 -0.46296 -3.25943 -0.05
C -2.20239 -1.32463 -3.18368 -0.06
C -2.45800 -2.06991 -2.03833 -0.07
C -1.58720 -1.91051 -0.95958 -0.07
C -0.50975 -1.04897 -1.02697 -0.01
C 4.46260 -0.12053 -2.23075 -0.43
F 4.40036 -1.17856 -3.08388 0.05
F 5.65836 0.45175 -2.45538 0.11
C 4.52937 -0.82402 -0.80039 -0.30
F 4.11093 -2.08861 -0.86023 0.13
F 5.82927 -0.82564 -0.40247 0.09
C 2.96666 1.17583 -3.90946 -0.69
I 2.14779 -0.50418 -5.10990 1.10
P 4.49729 1.68196 -4.93245 0.84
N 3.82561 2.07684 -6.46512 -0.17
O 5.31450 0.28997 -5.23790 -0.33
C 1.97040 2.31583 -4.13883 -0.25
N 1.53085 3.07289 -2.91446 -0.06
S 0.76042 4.54903 -3.59246 0.82
O 1.67061 5.63609 -3.60033 -0.19
O 0.19559 4.27504 -4.86827 -0.20
C -0.72644 4.92594 -2.48612 -0.66
F -1.83174 4.71312 -3.13708 0.21
F -0.60542 6.19751 -2.16867 0.19
F -0.69091 4.19810 -1.37084 0.16
H 2.81779 7.69892 -2.70869 0.06
H 4.28007 8.34003 -2.04228 0.07
H 2.97512 7.98745 -0.92701 0.07
H 4.09346 5.74305 -2.65444 0.09
H 5.14039 6.40125 -1.42703 0.11
H 4.27110 4.95281 0.08330 0.10
H 2.99762 6.12087 0.13279 0.12
H 1.54611 5.10466 -1.15966 0.11
H 1.24815 2.87719 0.23065 0.09
H 2.55064 3.66768 1.19122 0.05
H 1.05331 4.47110 0.87251 0.09
H 3.44748 3.77544 -2.60534 0.13
H 2.57421 1.74187 -0.63797 0.12
H 5.07069 1.49789 -0.22237 0.12
H 4.28845 2.93577 0.24236 0.11
H 6.33785 3.71091 -0.61859 0.14
H 2.08972 -0.08042 -0.79330 0.12
H 2.07281 -1.08421 -2.22290 0.12
H -0.95699 0.09129 -4.17773 0.09
H -2.87646 -1.44320 -4.02461 0.11
H -3.29252 -2.75264 -1.96018 0.09
H -1.80011 -2.47831 -0.05328 0.05
H 0.13114 -0.91489 -0.16079 0.12
H 3.99335 -0.26171 -0.03276 0.16
H 4.02339 1.36833 -7.16517 0.04
H 4.20472 2.97321 -6.74318 0.04
H 5.84411 0.45208 -6.03051 0.07
H 2.42715 3.06391 -4.79446 0.09
H 1.06633 1.91994 -4.58421 0.07
H 0.77607 2.61884 -2.37167 0.16
C 9.45381 -3.36287 -2.75453 -0.27
S 8.47504 -3.20920 -4.25483 0.80
O 9.40375 -2.85595 -5.35828 -0.55
C 7.62699 -1.70213 -3.77077 -0.28
H 10.10119 -4.23262 -2.85513 0.04
H 10.06350 -2.46988 -2.61612 0.06
H 8.78981 -3.50316 -1.90036 0.06
H 8.35832 -0.91817 -3.56986 0.07
H 7.02406 -1.89352 -2.88396 0.04
H 6.97933 -1.39855 -4.58784 0.03
C -0.04674 2.53642 4.27547 -0.28
S 1.04193 3.95792 4.40203 0.84
O 1.91616 3.91942 3.18248 -0.59
C 2.02921 3.37254 5.77509 -0.26
H -0.71865 2.69517 3.43670 0.03
H 0.53889 1.63567 4.10073 0.05
H -0.62874 2.43851 5.19170 0.06
H 2.48890 2.41763 5.51682 0.06
H 1.39824 3.26150 6.65707 0.06
H 2.80323 4.11333 5.97185 0.01
C -2.27432 -1.79553 3.76877 -0.30
S -2.21645 -0.73800 2.31867 0.82
O -1.30089 0.39946 2.64025 -0.56
C -3.89856 -0.12386 2.46367 -0.25
H -1.29520 -2.25495 3.89014 0.02
H -2.51301 -1.20018 4.65039 0.07
H -3.02473 -2.57155 3.61927 0.03
H -4.03140 0.36191 3.43044 0.06
H -4.59936 -0.95238 2.35734 0.06
H -4.06253 0.59638 1.66427 0.05
C 10.16400 -9.02681 -2.03099 -0.27
S 9.80506 -7.30591 -1.65823 0.78
O 9.31782 -7.24837 -0.25671 -0.55
C 8.36578 -7.17989 -2.72921 -0.27
H 11.01822 -9.32960 -1.42916 0.05
H 9.30141 -9.64450 -1.78090 0.06
H 10.40991 -9.12585 -3.08835 0.05
H 7.62044 -7.92005 -2.43740 0.06
H 8.66884 -7.33771 -3.76467 0.06
H 7.94830 -6.18022 -2.62367 0.03
C -2.68403 -5.83985 2.89489 -0.24
S -1.65734 -4.42691 2.47859 0.82
O -2.37943 -3.65626 1.42716 -0.56
C -0.36436 -5.36075 1.65200 -0.24
H -3.58015 -5.47034 3.38938 0.05
H -2.95996 -6.37392 1.98561 0.06
H -2.13867 -6.49671 3.57247 0.06
H -0.79229 -5.92629 0.82427 0.06
H 0.11014 -6.03247 2.36723 0.06
H 0.37164 -4.65477 1.27214 0.05
C -6.68551 0.27615 -2.36342 -0.26
S -5.79210 -1.05074 -1.54360 0.78
O -5.81269 -2.22751 -2.45925 -0.55
C -7.00542 -1.34472 -0.26088 -0.28
H -6.10601 0.58786 -3.23056 0.05
H -7.66349 -0.08222 -2.68498 0.06
H -6.79580 1.11566 -1.67688 0.05
H -7.96490 -1.59772 -0.70186 0.04
H -7.10397 -0.45728 0.36269 0.03
H -6.65037 -2.17612 0.34588 0.05
C 5.23195 6.43655 3.68277 -0.27
S 5.69255 5.53739 5.16997 0.81
O 4.51221 5.56561 6.07309 -0.55
C 6.85912 6.75584 5.78677 -0.27
H 4.46673 5.85691 3.16681 0.04
H 4.83165 7.41412 3.95233 0.06
H 6.10622 6.54709 3.03997 0.05
H 6.35467 7.71291 5.91951 0.06
H 7.68499 6.85493 5.08225 0.05
H 7.23752 6.40458 6.74429 0.05
C -11.05735 -3.17162 0.89629 -0.28
S -11.05580 -1.41116 0.56223 0.84
O -9.66850 -0.91366 0.82991 -0.58
C -12.07663 -0.94980 1.96788 -0.27
H -10.43828 -3.65954 0.14684 0.05
H -10.64974 -3.36426 1.88510 0.04
H -12.07433 -3.55450 0.82881 0.06
H -11.60525 -1.28560 2.89131 0.05
H -13.06157 -1.40279 1.86003 0.06
H -12.17497 0.13421 1.97702 0.05
C -10.59247 -8.32108 2.77357 -0.27
S -10.08567 -6.60918 2.97018 0.82
O -10.92982 -5.79441 2.05392 -0.56
C -8.47972 -6.79135 2.18313 -0.27
H -11.60177 -8.42000 3.16741 0.05
H -10.58314 -8.58856 1.71691 0.06
H -9.91747 -8.96605 3.33608 0.05
H -8.60878 -7.15907 1.16501 0.06
H -7.86957 -7.48369 2.76331 0.05
H -8.00180 -5.81371 2.16238 0.05
C -9.35111 0.87431 3.68389 -0.27
S -7.58512 0.93192 3.38806 0.78
O -6.90783 0.65918 4.68492 -0.55
C -7.50089 2.70752 3.10916 -0.26
H -9.61542 -0.15317 3.92041 0.04
H -9.60368 1.52398 4.52287 0.06
H -9.87611 1.18664 2.78247 0.04
H -7.87732 3.23620 3.98509 0.06
H -8.09047 2.96315 2.22842 0.05
H -6.45912 2.97355 2.94036 0.04